(1)
{
  "formula": "C3H5BrOS",
  "method": "ωB97M-V with the def2-TZVPD basis set",
  "species": ["Br", "S", "O", "C", "C", "C", "H", "H", "H", "H", "H"],
  "xyz": [[-3.30983, -0.15560, -0.15119], [-0.70479, -2.88604, 0.27996], [0.30702, -2.00174, -0.66855], [-1.63643, 0.15608, 0.47808], [-0.42149, 0.33337, -0.41205], [0.75086, -0.71613, -0.17884], [1.54914, -0.43774, -0.92514], [-0.48761, 0.22755, -1.51391], [0.92976, -0.86917, 0.99186], [-1.39073, -0.28548, 1.49440], [0.11846, 1.30927, -0.32508]],
  "atomic_forces_ev_per_a": [[-0.827, 0.025, -0.385], [0.669, 0.642, -0.380], [-0.423, -0.261, 0.302], [2.654, -0.877, 0.865], [1.569, -0.311, -0.519], [-1.242, -0.291, 1.479], [-0.269, -0.249, 1.548], [-1.170, 0.175, 0.527], [0.399, 0.653, -2.603], [-0.657, 0.849, -1.280], [-0.702, -0.355, 0.446]],
  "nbo_charge": [0.13, 0.29, -0.63, -0.29, -0.53, -0.07, 0.21, 0.23, 0.20, 0.21, 0.23],
  "homo_ev": [-9.196, -8.079]
}

(2)
{
  "formula": "C3H5BrS",
  "method": "ωB97M-V with the def2-TZVPD basis set",
  "species": ["Br", "S", "C", "C", "C", "H", "H", "H", "H", "H"],
  "xyz": [[-3.61826, 0.44690, -0.04007], [-1.55174, -2.03751, 0.21003], [-0.87330, -0.48370, -0.69728], [-1.97744, -0.37066, 0.29230], [0.48594, -0.09016, -0.29492], [0.70080, 1.02111, -0.54748], [1.20620, -0.80323, -0.92863], [-1.04732, -0.56771, -1.77009], [0.61104, -0.24787, 0.82513], [-0.82687, 0.37276, 1.90959]],
  "atomic_forces_ev_per_a": [[-0.221, 0.017, 0.172], [0.080, 0.284, -0.459], [-1.146, -0.977, 1.094], [1.849, 0.796, 0.477], [2.580, -0.194, -0.583], [-0.308, -1.825, 0.323], [-1.085, 1.788, 1.584], [-0.426, 0.341, 0.273], [0.091, 0.160, -1.552], [-1.414, -0.390, -1.328]],
  "nbo_charge": [0.14, 0.18, -0.29, -0.34, -0.64, 0.23, 0.22, 0.24, 0.24, 0.01],
  "homo_ev": [-8.370, -9.145]
}

(3)
{
  "formula": "C3H5BrSi",
  "method": "ωB97M-V with the def2-TZVPD basis set",
  "species": ["Br", "Si", "C", "C", "C", "H", "H", "H", "H", "H"],
  "xyz": [[-1.14234, 0.14676, 2.30461], [-0.46193, 1.33507, -0.68325], [0.62967, -2.29005, -0.11011], [0.63636, -1.12640, 0.22597], [0.37890, 0.22889, 0.70501], [1.22188, 0.71930, 1.30368], [0.55857, 1.44894, -1.72183], [-1.10297, 2.66894, -0.70922], [-1.17486, 0.20623, -1.07329], [0.45674, -3.33767, -0.24155]],
  "atomic_forces_ev_per_a": [[1.324, 0.026, -1.525], [1.422, -0.430, 0.146], [-0.323, 0.913, 0.572], [-0.526, -0.008, 0.322], [0.286, 1.348, 1.850], [-1.150, -1.009, -0.915], [0.505, 0.134, -0.137], [-0.086, -0.235, 0.845], [-1.825, -0.937, -0.905], [0.373, 0.199, -0.253]],
  "nbo_charge": [-0.11, 0.89, -0.16, -0.09, -0.58, 0.26, -0.17, -0.12, -0.16, 0.25],
  "smiles": "C#C[C@@H]([SiH3])Br",
  "homo_ev": -10.015
}

(4)
{
  "formula": "C3H5Cl",
  "method": "ωB97M-V with the def2-TZVPD basis set",
  "species": ["Cl", "C", "C", "C", "H", "H", "H", "H", "H"],
  "xyz": [[2.09268, 0.56952, 0.14359], [-0.98430, 1.47485, 0.00151], [0.54800, -1.70078, -0.03852], [0.75068, -0.39324, -0.02612], [-0.50787, 1.72786, 0.99752], [-0.71139, 1.83101, -0.89146], [-2.09343, 1.07923, 0.02949], [1.38019, -2.46483, -0.34081], [-0.47457, -2.12363, 0.12480]],
  "atomic_forces_ev_per_a": [[0.911, 0.186, -0.349], [-1.893, -3.747, 4.705], [0.574, -1.119, -0.812], [-2.374, 0.329, 0.507], [-0.751, 0.006, -1.703], [1.403, 1.540, -2.981], [2.496, 0.739, 0.129], [-1.393, 1.519, 0.967], [1.027, 0.547, -0.464]],
  "nbo_charge": [0.06, -0.50, -0.53, -0.04, 0.21, 0.16, 0.19, 0.22, 0.23],
  "homo_ev": [-8.643, -8.719]
}

(5)
{
  "formula": "C3H5Cl2N4",
  "method": "ωB97M-V with the def2-TZVPD basis set",
  "species": ["Cl", "Cl", "N", "N", "N", "N", "C", "C", "C", "H", "H", "H", "H", "H"],
  "xyz": [[-1.28138, -0.66348, -1.65570], [-0.53252, -2.89092, -0.02715], [1.22992, -1.07051, -0.52862], [0.65890, 1.08719, -0.34200], [-0.50306, -0.41998, 0.88062], [-1.16999, 1.86209, 0.69504], [1.47284, 0.22658, -0.74009], [-0.20617, -1.27645, -0.32032], [-0.47020, 0.83802, 0.38471], [2.49505, 0.46133, -0.94716], [-1.82935, 2.00871, 1.42250], [-1.12046, -0.91494, 1.46265], [1.94637, -1.89120, -0.59488], [-0.68995, 2.64356, 0.31041]],
  "atomic_forces_ev_per_a": [[0.785, -0.606, -0.190], [-0.270, -1.829, 0.469], [-0.451, -3.151, -0.478], [-4.464, 5.009, 1.732], [0.785, -1.834, -2.080], [-1.131, 2.625, 0.080], [5.187, -2.508, -1.600], [0.036, 0.600, 0.706], [3.361, -2.032, 0.405], [0.298, 0.483, -0.489], [-0.550, -0.327, 0.479], [-1.444, 0.259, 1.021], [-1.871, 1.965, 0.026], [-0.271, 1.347, -0.081]],
  "nbo_charge": [0.05, 0.14, -0.37, -0.21, -0.64, -0.65, 0.03, 0.15, 0.46, 0.23, 0.44, 0.44, 0.48, 0.43],
  "multiplicity": 3,
  "s_squared": 2.008,
  "charge": 1,
  "homo_ev": [-10.493, -15.140]
}

(6)
{
  "formula": "C3H5ClN2",
  "method": "ωB97M-V with the def2-TZVPD basis set",
  "species": ["Cl", "N", "N", "C", "C", "C", "H", "H", "H", "H", "H"],
  "xyz": [[-1.78465, -1.07452, -3.66361], [0.71486, 0.36997, 1.45790], [-1.19338, 0.57071, -1.77376], [1.30425, 0.59126, 2.56565], [-1.02290, -0.56065, -2.24900], [0.41418, 0.01556, 0.33553], [-0.78172, 0.83053, -0.94347], [-0.47684, -1.40212, -1.78371], [-0.21186, -0.85343, -0.00859], [0.76890, 1.21227, 3.23503], [2.26915, 0.30041, 2.82803]],
  "atomic_forces_ev_per_a": [[-0.510, -0.310, -1.250], [0.500, -1.983, -0.550], [-2.087, 0.042, -3.294], [-1.806, 1.047, -0.320], [0.485, -0.091, 1.810], [-0.075, 0.149, 0.072], [1.458, 0.331, 1.967], [0.053, 0.363, -0.275], [0.893, 0.683, 1.310], [-0.310, 0.591, 0.678], [1.400, -0.821, -0.148]],
  "nbo_charge": [0.02, -0.27, -0.60, -0.27, 0.06, -0.05, 0.37, 0.15, 0.20, 0.19, 0.20],
  "homo_ev": -8.285
}

Repeat the sixth record exactly.
{
  "formula": "C3H5ClN2",
  "method": "ωB97M-V with the def2-TZVPD basis set",
  "species": ["Cl", "N", "N", "C", "C", "C", "H", "H", "H", "H", "H"],
  "xyz": [[-1.78465, -1.07452, -3.66361], [0.71486, 0.36997, 1.45790], [-1.19338, 0.57071, -1.77376], [1.30425, 0.59126, 2.56565], [-1.02290, -0.56065, -2.24900], [0.41418, 0.01556, 0.33553], [-0.78172, 0.83053, -0.94347], [-0.47684, -1.40212, -1.78371], [-0.21186, -0.85343, -0.00859], [0.76890, 1.21227, 3.23503], [2.26915, 0.30041, 2.82803]],
  "atomic_forces_ev_per_a": [[-0.510, -0.310, -1.250], [0.500, -1.983, -0.550], [-2.087, 0.042, -3.294], [-1.806, 1.047, -0.320], [0.485, -0.091, 1.810], [-0.075, 0.149, 0.072], [1.458, 0.331, 1.967], [0.053, 0.363, -0.275], [0.893, 0.683, 1.310], [-0.310, 0.591, 0.678], [1.400, -0.821, -0.148]],
  "nbo_charge": [0.02, -0.27, -0.60, -0.27, 0.06, -0.05, 0.37, 0.15, 0.20, 0.19, 0.20],
  "homo_ev": -8.285
}